DFT (the ωB97M-V functional and the def2-TZVPD basis) results for a single C5H9N3O molecule.

Cartesian coordinates (Å):
C -0.6529 1.9592 -0.6537
N 1.4700 0.2675 -0.1444
C 0.9958 -0.9560 -0.4398
C -0.3820 0.8586 0.3133
C -1.3395 -1.5241 -0.5818
C -0.7166 0.8225 1.6013
O 2.7048 0.2612 0.4440
N -0.3969 -0.6643 -0.5188
N 1.6538 -2.0542 -0.4465
H 2.9225 -0.6872 0.5807
H 1.0934 -2.8880 -0.5765
H 0.2039 2.1022 -1.3107
H -1.5250 1.7319 -1.2703
H -0.8402 2.8848 -0.1092
H -1.1262 -2.5853 -0.6688
H -2.3642 -1.1848 -0.5029
H -1.1956 1.6824 2.0488
H -0.5050 -0.0265 2.2354

Computed properties:
Max |F|: 1.01 eV/Å
LUMO energy (spin up / spin down): -0.021 / -0.021 Eh
Frontier orbital gap (spin up / spin down): 6.89 / 6.88 eV
Energy: -435.22218 a.u.
Total charge: 0
Molecular weight: 127.1 g mol⁻¹